Record 1
Entry from OMol25: a structure of composition C38H33GeMnN4OS (the ωB97M-V functional and the def2-TZVPD basis).

Last column: Mulliken spin population.
Element x y z (Å)
Mn -0.5829 -0.1886 -0.6872  4.389
O 1.3386 -0.1201 -0.7553  -0.030
C 2.3084 -0.0593 0.1224  -0.037
C 3.6195 0.1342 -0.3524  0.013
C 4.6879 0.2232 0.5099  -0.002
C 4.4977 0.1139 1.8877  0.006
C 3.2210 -0.0870 2.3684  -0.004
C 2.1130 -0.1751 1.5190  0.043
C 0.7782 -0.3584 2.0930  -0.026
N -0.3679 -0.5164 1.4474  0.027
C -1.3591 -0.6164 2.3965  0.017
C -0.8110 -0.5189 3.6327  0.000
N 0.5408 -0.3669 3.4271  0.007
H 3.7480 0.2359 -1.4219  0.000
H 5.6827 0.3824 0.1120  0.000
H 5.3328 0.1864 2.5699  0.000
H 3.0947 -0.1739 3.4409  0.000
H -2.3910 -0.7342 2.1174  -0.001
H -1.2404 -0.5433 4.6170  0.001
H 1.2270 -0.1991 4.1386  -0.001
C -2.6313 -0.0900 -0.8330  -0.190
H -2.9330 -0.1439 -1.8863  -0.014
H -3.0948 0.8030 -0.4132  0.032
H -3.0290 -0.9693 -0.3096  0.013
C 1.9722 3.4834 2.9217  -0.010
C 0.6326 3.1351 3.0255  0.009
C -0.0936 2.8205 1.8859  -0.016
C 0.4914 2.8651 0.6196  -0.025
C 1.8370 3.2219 0.5363  -0.020
C 2.5740 3.5234 1.6736  0.007
Ge -0.4893 2.2822 -0.9821  -0.146
C -2.1084 3.3742 -1.1433  -0.048
C -2.9338 3.1873 -2.2529  -0.011
C -4.0833 3.9404 -2.4295  0.005
C -4.4357 4.8991 -1.4890  -0.005
C -3.6293 5.0985 -0.3804  0.003
C -2.4759 4.3417 -0.2121  -0.011
C 0.6114 2.7867 -2.5281  -0.094
C 0.7861 4.1375 -2.8326  0.007
C 1.5555 4.5373 -3.9153  -0.001
C 2.1627 3.5852 -4.7218  0.001
C 1.9983 2.2386 -4.4362  0.004
C 1.2310 1.8470 -3.3463  0.016
H 2.5437 3.7273 3.8087  0.000
H 0.1518 3.1064 3.9961  0.000
H -1.1333 2.5282 1.9955  -0.002
H 2.3254 3.2497 -0.4307  0.000
H 3.6206 3.7836 1.5833  0.000
H -2.6726 2.4459 -3.0007  0.003
H -4.7052 3.7819 -3.3012  0.000
H -5.3323 5.4903 -1.6235  0.000
H -3.8923 5.8489 0.3543  0.000
H -1.8490 4.5265 0.6532  -0.001
H 0.3095 4.8929 -2.2171  0.001
H 1.6777 5.5909 -4.1318  0.000
H 2.7615 3.8935 -5.5693  0.000
H 2.4711 1.4910 -5.0607  0.001
H 1.1372 0.7890 -3.1226  0.042
S -0.5652 -6.9366 -1.1523  0.000
C -0.5530 -5.1513 -1.2181  0.003
C -1.6749 -4.4553 -1.6439  -0.001
C -1.6405 -3.0711 -1.6390  0.027
N -0.5671 -2.3805 -1.2502  0.021
C 0.5235 -3.0521 -0.8683  0.022
C 0.5732 -4.4349 -0.8414  -0.003
C -0.8454 -7.1021 0.6038  0.000
C -2.1214 -6.9942 1.1364  0.000
C -2.2787 -7.1215 2.5081  0.000
N -1.2755 -7.3507 3.3498  0.000
C -0.0600 -7.4634 2.8257  0.000
C 0.2092 -7.3490 1.4695  0.000
H -2.5642 -4.9778 -1.9648  0.000
H -2.4986 -2.4896 -1.9466  -0.009
H 1.3722 -2.4439 -0.5827  -0.004
H 1.4737 -4.9403 -0.5233  -0.001
H -2.9755 -6.8135 0.4989  0.000
H -3.2646 -7.0361 2.9498  0.000
H 0.7472 -7.6543 3.5233  0.000
H 1.2190 -7.4511 1.0977  0.000

Cartesian forces, eV/Å:
Mn -0.4 0.0 0.1
O 0.2 -0.2 0.0
C -0.1 0.1 -0.1
C 0.1 0.0 0.1
C 0.0 0.0 0.0
C -0.1 0.0 0.0
C 0.1 0.0 0.0
C -0.1 0.0 0.0
C 0.2 0.1 -0.1
N 0.0 -0.1 0.0
C 0.0 0.0 0.1
C 0.0 0.0 0.0
N -0.1 0.0 -0.1
H 0.0 0.0 0.0
H 0.0 0.0 0.0
H 0.0 0.0 0.0
H 0.0 0.0 0.0
H 0.0 0.0 0.0
H 0.0 0.0 0.0
H 0.0 0.0 0.0
C 0.0 0.1 -0.1
H 0.0 0.0 0.1
H 0.0 0.0 0.0
H 0.0 0.0 0.0
C 0.0 0.0 0.0
C 0.0 0.0 0.0
C -0.1 0.0 0.0
C 0.1 0.0 0.0
C 0.0 0.0 0.0
C 0.0 0.0 0.0
Ge 0.0 0.0 -0.1
C -0.1 0.0 0.0
C 0.0 0.0 0.0
C 0.0 0.0 0.0
C 0.0 0.0 0.0
C 0.0 0.0 0.0
C 0.0 0.0 0.1
C 0.0 0.1 0.0
C 0.0 0.0 0.0
C 0.0 0.0 0.0
C 0.0 0.0 0.0
C 0.0 0.0 0.0
C 0.0 -0.2 0.0
H 0.0 0.0 0.0
H 0.0 0.0 0.0
H 0.0 0.0 0.0
H 0.0 0.0 0.0
H 0.0 0.0 0.0
H 0.0 0.0 0.0
H 0.0 0.0 0.0
H 0.0 0.0 0.0
H 0.0 0.0 0.0
H 0.0 0.0 0.0
H 0.0 0.0 0.0
H 0.0 0.0 0.0
H 0.0 0.0 0.0
H 0.0 0.0 0.0
H 0.0 0.1 0.0
S 0.0 0.0 0.0
C 0.0 0.0 0.0
C 0.0 0.0 0.0
C 0.1 0.0 0.0
N 0.0 0.1 0.1
C -0.1 -0.1 -0.1
C 0.0 0.1 0.0
C 0.0 0.0 0.1
C 0.0 0.0 0.0
C -0.1 0.0 0.0
N 0.0 0.0 0.0
C 0.1 0.0 0.0
C 0.0 0.0 -0.1
H 0.0 0.0 0.0
H 0.0 0.0 0.0
H 0.0 0.0 0.0
H 0.0 0.0 0.0
H 0.0 0.0 0.0
H 0.0 0.0 0.0
H 0.0 0.0 0.0
H 0.0 0.0 0.0

Total energy (eV): -146621.9308
Multiplicity: 5
Frontier orbital gap (spin up / spin down) (eV): 7.11 / 6.84
HOMO (spin up / spin down) (eV): -7.41 / -7.19

***

Record 2
Entry from OMol25: a structure of composition C38H34AgN3P2Se at a distorted geometry (the ωB97M-V functional and the def2-TZVPD basis).

Last column: Löwdin charge in e.
Element x y z (Å)
Ag 0.2839 -0.9573 -0.4462  0.395
C 3.1183 -2.1849 1.0205  -0.257
P 1.4662 -1.6013 1.7000  1.022
C 0.7965 -3.1308 2.4304  -0.367
C 0.7303 -3.4116 3.7855  -0.077
C 0.1129 -4.5795 4.2046  -0.078
C -0.4984 -5.4163 3.2895  -0.098
C -0.3800 -5.1123 1.9833  -0.124
C 0.2482 -4.0043 1.4977  -0.140
C 1.7127 -0.4475 3.0706  -0.373
C 3.0121 -0.3340 3.6415  -0.067
C 3.2177 0.5343 4.6911  -0.086
C 2.1859 1.3108 5.1792  -0.088
C 0.9254 1.2438 4.5947  -0.092
C 0.6776 0.3526 3.5600  -0.119
C 3.4763 -1.1883 -0.0104  -0.460
C 4.4626 -0.1977 -0.0753  -0.072
C 4.1096 0.6407 -1.1886  -0.070
C 2.9137 0.1122 -1.6802  -0.454
C 1.9303 0.5816 -2.6948  -0.282
P 0.4354 1.2246 -1.7828  1.013
C -0.6013 1.9832 -3.0935  -0.375
C -0.6661 1.3700 -4.3447  -0.127
C -1.4811 1.8621 -5.3394  -0.082
C -2.2962 2.9751 -5.0825  -0.078
C -2.2570 3.5683 -3.8083  -0.097
C -1.4080 3.0884 -2.8368  -0.107
C 1.1589 2.6601 -0.9020  -0.380
C 1.8127 3.6241 -1.6347  -0.109
C 2.5843 4.5723 -1.0000  -0.080
C 2.5751 4.6692 0.3894  -0.080
C 1.9046 3.7050 1.1280  -0.084
C 1.1989 2.6949 0.4909  -0.091
N 2.5658 -0.9860 -0.9847  -0.042
H 2.8383 -3.1076 0.5387  0.068
H 3.9754 -2.4064 1.7336  0.109
H 1.1403 -2.7048 4.5007  0.104
H 0.0597 -4.8570 5.2661  0.110
H -1.0430 -6.2657 3.5774  0.092
H -0.7733 -5.8105 1.2364  0.116
H 0.2705 -3.7869 0.4345  0.046
H 3.7896 -0.9870 3.2861  0.087
H 4.2055 0.6417 5.0699  0.097
H 2.4251 2.0220 5.9449  0.097
H 0.1473 1.9294 4.9552  0.109
H -0.3134 0.3857 3.0886  0.106
H 5.2150 0.0289 0.6307  0.065
H 4.5949 1.5313 -1.5559  0.080
H 1.6311 -0.2586 -3.3246  0.069
H 2.3013 1.4255 -3.2503  0.075
H -0.0665 0.4964 -4.5177  0.094
H -1.4954 1.4208 -6.3098  0.098
H -2.9598 3.3404 -5.8763  0.106
H -2.8886 4.4417 -3.5820  0.112
H -1.4202 3.4842 -1.8393  0.105
H 1.8506 3.6591 -2.7004  0.104
H 3.0945 5.3050 -1.5854  0.097
H 3.2427 5.4212 0.8540  0.113
H 1.8277 3.7563 2.2348  0.111
H 0.6633 1.8674 1.0284  0.089
C -3.0105 -3.4041 -0.1977  -0.047
N -3.0716 -2.2368 -1.0217  -0.087
C -2.1728 -1.9292 -1.9498  -0.797
Se -0.6297 -2.8832 -2.3151  0.623
N -2.6164 -0.8287 -2.5810  0.125
C -3.7297 -0.2878 -1.9010  -0.166
C -4.4226 0.8933 -2.0551  0.009
C -5.3923 1.1565 -1.0854  -0.092
C -5.6142 0.3020 -0.0399  -0.101
C -4.9469 -0.9141 0.1035  0.009
C -3.9852 -1.1696 -0.8733  -0.144
H -2.4863 -4.2015 -0.7308  0.058
H -4.0280 -3.7070 -0.0200  0.094
H -2.4258 -3.2438 0.7185  0.096
H -2.1472 -0.3609 -3.3539  0.127
H -4.2285 1.5923 -2.8687  0.109
H -6.0137 2.0416 -1.1018  0.106
H -6.3349 0.5739 0.7474  0.114
H -5.0846 -1.5868 0.9354  0.110

Cartesian forces, eV/Å:
Ag 0.3 0.0 0.0
C 0.7 0.3 1.1
P -0.2 -0.4 -0.2
C 0.0 0.8 -0.3
C 0.1 -0.1 0.2
C -0.3 -0.2 1.2
C 0.7 0.8 1.1
C -0.7 -1.4 -2.8
C 0.4 0.6 0.5
C 1.3 -0.1 0.5
C -1.7 -0.3 -0.2
C -0.1 -0.1 -0.4
C -0.1 0.1 -0.5
C -0.1 0.4 0.6
C -0.1 0.3 -0.4
C 0.7 1.2 -0.4
C -1.1 0.3 -1.0
C -0.6 -0.5 0.4
C 0.7 0.0 0.2
C -0.1 0.3 0.3
P 0.0 -0.3 0.3
C 0.1 -0.2 0.2
C 0.2 0.0 0.4
C -0.8 1.0 0.3
C 0.1 -0.2 0.2
C -0.6 0.6 -0.8
C 0.1 -0.7 0.1
C -0.5 -0.8 -0.1
C 0.8 0.5 0.2
C -0.7 0.4 0.7
C 1.1 0.0 0.0
C -0.6 0.2 1.3
C -0.6 -0.9 -0.2
N -0.6 -0.5 -0.2
H -0.1 -0.6 -0.1
H -1.3 0.3 -0.6
H 0.0 -0.1 0.0
H 0.1 0.4 -0.4
H -0.5 -1.1 0.5
H -0.1 0.2 0.3
H 0.0 0.0 0.1
H 0.2 0.1 -0.1
H 0.6 0.0 0.5
H -0.2 0.3 0.4
H 0.2 -0.4 -0.2
H 0.4 -0.3 0.1
H 0.9 -0.1 0.5
H 0.2 0.0 0.1
H -0.1 0.2 -0.2
H 0.3 0.1 -0.6
H 0.3 -0.3 -0.2
H 0.0 -0.4 -0.5
H 0.3 0.0 0.5
H 0.3 -0.5 -0.2
H 0.1 0.4 0.2
H -0.3 -0.4 -0.7
H 0.4 0.3 -0.3
H -0.8 -0.5 -0.1
H 0.4 0.0 -0.8
H 0.7 1.0 -0.3
C 0.6 -0.5 0.3
N -0.6 0.7 0.9
C 0.4 -0.4 -1.1
Se -0.1 0.4 0.0
N -0.5 1.2 -0.3
C 1.1 -0.1 -0.7
C -0.4 0.4 0.0
C 0.1 0.5 -0.7
C -0.7 -1.1 1.7
C 0.7 0.3 -0.7
C -0.3 -1.0 0.7
H -0.2 0.2 -0.1
H -0.3 -0.2 0.4
H -0.4 0.1 0.0
H 0.0 -0.3 0.4
H 0.0 -0.2 0.2
H 0.3 0.2 -0.3
H 0.3 -0.1 -0.6
H -0.2 0.0 0.1

Total energy (eV): -132351.7939
Multiplicity: 1
Frontier orbital gap (eV): 6.55
HOMO (eV): -6.23

***

Record 3
Entry from OMol25: a structure of composition C38H34BrClN4O2PRb at a distorted geometry (the ωB97M-V functional and the def2-TZVPD basis).

Last column: Löwdin charge in e.
Element x y z (Å)
Rb -0.2037 -0.2515 -0.1538  0.802
O -1.3391 1.6253 2.6189  -0.008
C -1.7586 0.9726 3.7049  -0.296
C -2.7163 1.5353 4.5590  -0.020
C -3.1757 0.8416 5.6605  -0.106
C -2.6941 -0.4274 5.9414  -0.114
C -1.7147 -0.9729 5.1308  -0.061
C -1.2367 -0.2932 4.0225  -0.098
C -0.1127 -0.8821 3.1655  -0.447
O 0.3288 -0.1193 2.1782  -0.409
N -0.6073 -2.2343 2.7040  0.002
N -0.9369 -2.5460 1.4903  -0.062
C -1.4757 -3.6949 1.2476  -0.234
C -1.8023 -4.1680 -0.0579  -0.585
Br -1.3636 -2.9410 -1.4668  0.767
C -2.3069 -5.4020 -0.2870  -0.101
C -2.6879 -6.0860 -1.5071  -0.235
C -2.6225 -7.4863 -1.5200  -0.044
C -2.9703 -8.2056 -2.6439  -0.090
C -3.4156 -7.5490 -3.7797  -0.094
C -3.5074 -6.1683 -3.7770  -0.084
C -3.1561 -5.4428 -2.6554  -0.070
H -0.5353 0.9801 2.3021  0.024
H -3.0854 2.5274 4.3412  0.108
H -3.9176 1.2880 6.3088  0.097
H -3.0592 -0.9776 6.7966  0.092
H -1.3032 -1.9456 5.3732  0.103
H 0.7023 -1.1856 3.8750  0.148
H -0.8561 -2.8797 3.4568  0.130
H -1.6953 -4.3857 2.0740  0.127
H -2.4039 -6.0136 0.6051  0.114
H -2.2822 -8.0129 -0.6388  0.110
H -2.8906 -9.2830 -2.6378  0.101
H -3.6928 -8.1107 -4.6578  0.098
H -3.8567 -5.6467 -4.6556  0.102
H -3.2733 -4.3725 -2.6698  0.058
Cl 1.2907 -0.1679 -2.8107  0.639
C 2.4718 1.0216 -3.1899  -0.655
C 2.9251 1.1495 -4.4950  -0.097
C 3.8897 2.0977 -4.7870  -0.074
C 4.4076 2.9006 -3.7825  -0.070
C 3.9453 2.7705 -2.4859  -0.085
C 2.9588 1.8400 -2.1719  -0.383
P 2.2792 1.6491 -0.4659  1.011
C 1.8049 3.3659 -0.0724  -0.378
C 1.4901 3.6216 1.2626  -0.097
C 0.9896 4.8534 1.6398  -0.066
C 0.7498 5.8277 0.6822  -0.083
C 1.0278 5.5678 -0.6487  -0.084
C 1.5555 4.3455 -1.0294  -0.098
C 3.8951 1.4342 0.3710  -0.361
C 4.3877 0.1306 0.3406  -0.096
C 5.6096 -0.1765 0.9074  -0.079
C 6.3540 0.8201 1.5197  -0.087
C 5.8650 2.1149 1.5652  -0.081
C 4.6414 2.4269 0.9940  -0.086
H 2.5283 0.5172 -5.2747  0.107
H 4.2407 2.2097 -5.8014  0.107
H 5.1680 3.6307 -4.0155  0.106
H 4.3432 3.3993 -1.7017  0.113
H 1.6308 2.8411 1.9988  0.114
H 0.7712 5.0537 2.6783  0.109
H 0.3366 6.7843 0.9702  0.102
H 0.8264 6.3190 -1.3994  0.102
H 1.7723 4.1622 -2.0734  0.099
H 3.7965 -0.6487 -0.1296  0.105
H 5.9825 -1.1908 0.8790  0.104
H 7.3142 0.5866 1.9585  0.102
H 6.4440 2.8884 2.0500  0.103
H 4.2679 3.4402 1.0445  0.103
C -4.2312 0.1983 -1.0681  0.004
C -3.2935 1.2764 -1.4708  -0.406
N -2.0144 1.1270 -1.7031  -0.026
C -1.5370 2.3548 -2.0503  -0.163
C -2.5480 3.2669 -2.0304  -0.085
N -3.6654 2.5678 -1.6612  0.102
H -3.6548 -0.6716 -0.7600  0.061
H -4.8669 -0.0854 -1.9084  0.085
H -4.8625 0.5269 -0.2429  0.086
H -0.5046 2.4974 -2.3062  0.084
H -2.5705 4.3172 -2.2368  0.107
H -4.5877 2.9525 -1.5366  0.160

Cartesian forces, eV/Å:
Rb -0.5 -0.3 -0.8
O 0.6 -0.2 -0.3
C -0.3 -0.2 0.5
C 0.1 0.1 -0.2
C -0.1 0.0 0.0
C 0.0 -0.2 0.2
C 0.0 0.2 0.0
C 0.1 0.3 -0.2
C 0.2 -0.8 1.2
O 0.2 0.5 0.8
N 0.2 -0.4 0.7
N -0.2 -0.1 -0.4
C 0.1 0.2 1.0
C -0.3 -0.7 -0.8
Br -0.3 -0.5 -0.1
C 0.4 0.9 0.4
C -0.1 -0.3 -0.4
C 0.0 0.2 0.1
C 0.0 -0.1 -0.1
C 0.0 0.0 -0.1
C 0.0 0.0 -0.1
C 0.0 0.0 0.1
H -0.3 0.5 0.0
H 0.0 0.1 -0.1
H 0.0 0.1 0.0
H 0.0 0.0 0.1
H 0.0 -0.1 0.1
H -0.3 0.1 -0.2
H 0.0 0.1 -0.3
H 0.1 0.1 -0.2
H 0.0 0.1 0.1
H 0.0 0.0 0.1
H 0.0 -0.1 0.0
H 0.0 -0.1 -0.1
H -0.1 0.0 -0.1
H 0.0 0.1 0.0
Cl -0.3 -0.6 -0.7
C 0.6 0.7 0.0
C 0.0 -0.1 -0.1
C 0.0 0.0 0.1
C 0.0 0.1 0.0
C 0.0 -0.1 -0.1
C -0.3 -0.2 0.1
P 1.0 0.6 -0.2
C -0.2 -0.1 0.0
C 0.1 0.0 -0.1
C 0.0 0.1 0.1
C 0.0 0.0 0.0
C -0.1 0.1 -0.1
C 0.1 -0.1 0.0
C -0.1 -0.1 0.1
C -0.1 0.0 0.0
C 0.1 0.0 0.0
C 0.0 0.0 0.0
C 0.1 0.1 0.1
C -0.1 0.0 0.0
H -0.1 -0.1 0.0
H 0.0 0.0 -0.1
H 0.1 0.1 0.0
H 0.0 0.0 0.1
H 0.0 0.0 0.1
H -0.1 0.0 0.1
H 0.0 0.0 0.0
H 0.0 0.1 0.0
H 0.0 0.0 0.0
H 0.0 0.0 0.0
H 0.0 0.0 0.0
H 0.0 0.0 0.0
H 0.0 0.1 0.0
H 0.0 0.1 0.0
C 0.0 0.1 0.0
C -0.2 0.0 0.1
N -0.3 -0.4 -0.1
C -0.1 0.5 -0.2
C 0.3 0.2 -0.1
N -0.1 -0.1 0.0
H -0.1 0.0 0.0
H -0.1 -0.1 0.0
H 0.0 -0.1 0.0
H 0.2 0.1 0.0
H 0.0 0.2 0.0
H 0.1 -0.1 0.0

Total energy (eV): -142521.7684
Multiplicity: 1
Frontier orbital gap (eV): 7.30
HOMO (eV): -7.05